(1)
C48H39F4N2O3P2Ti | ωB97M-V/def2-TZVPD

## Properties
ΔE to the lowest compared entry with this formula, charge and spin	38.89	kcal/mol
HOMO (spin up / spin down)	-1.69 / -4.88	eV
spin multiplicity	3
charge	-1
E_LUMO (spin up / spin down)	2.250 / 2.122	eV
expectation value of S²	2.018

Element x y z (Å)
Ti: 0.317 -1.360 -0.003
C: 1.117 -3.785 2.147
N: 0.947 -3.519 0.712
C: 0.029 -4.537 0.167
C: 2.245 -3.562 0.033
C: 2.118 -3.270 -1.471
N: 0.971 -2.413 -1.727
C: 0.432 -2.456 -2.961
C: -0.934 -2.144 -3.130
F: -1.628 -1.781 -2.036
C: -1.582 -2.249 -4.336
F: -2.905 -2.011 -4.388
C: -0.918 -2.624 -5.491
C: 0.429 -2.887 -5.364
F: 1.143 -3.221 -6.460
C: 1.090 -2.804 -4.155
F: 2.425 -3.021 -4.151
H: 1.622 -4.749 2.299
H: 0.142 -3.815 2.630
H: 1.706 -3.001 2.619
H: 0.446 -5.539 0.340
H: -0.113 -4.387 -0.898
H: -0.938 -4.451 0.660
H: 2.736 -4.535 0.184
H: 2.871 -2.804 0.495
H: 2.014 -4.213 -2.020
H: 3.061 -2.824 -1.797
H: -1.428 -2.704 -6.441
O: -2.747 -3.296 1.502
C: -1.971 -2.377 1.800
O: -1.329 -1.700 0.831
C: -1.684 -1.991 3.165
C: -2.462 -2.641 4.155
C: -2.392 -2.329 5.483
C: -1.509 -1.297 5.911
C: -0.705 -0.682 4.991
C: -0.707 -1.007 3.609
P: 0.511 -0.245 2.552
C: 2.138 -0.137 3.433
C: 3.213 -0.860 2.921
C: 4.461 -0.840 3.530
C: 4.663 -0.075 4.667
C: 3.615 0.687 5.170
C: 2.374 0.665 4.553
C: 0.105 1.557 2.579
C: 1.079 2.510 2.267
C: 0.768 3.859 2.235
C: -0.531 4.282 2.501
C: -1.507 3.345 2.804
C: -1.189 1.991 2.848
H: -3.149 -3.401 3.801
H: -3.022 -2.847 6.199
H: -1.462 -1.003 6.954
H: -0.036 0.088 5.345
H: 3.077 -1.423 2.010
H: 5.277 -1.413 3.105
H: 5.634 -0.054 5.148
H: 3.770 1.314 6.041
H: 1.591 1.310 4.930
H: 2.093 2.188 2.055
H: 1.538 4.583 1.992
H: -0.779 5.337 2.472
H: -2.522 3.666 3.008
H: -1.946 1.252 3.101
O: 2.255 -0.347 -0.202
C: 1.299 0.342 -0.605
C: 1.432 1.784 -0.875
C: 2.654 2.441 -0.768
C: 2.721 3.807 -0.967
C: 1.560 4.512 -1.259
C: 0.345 3.856 -1.388
C: 0.267 2.477 -1.221
P: -1.242 1.440 -1.460
C: -0.984 0.953 -3.219
C: -2.101 0.644 -3.998
C: -1.956 0.203 -5.302
C: -0.690 0.037 -5.849
C: 0.427 0.314 -5.078
C: 0.281 0.770 -3.773
C: -2.578 2.681 -1.680
C: -2.682 3.568 -2.753
C: -3.749 4.448 -2.842
C: -4.738 4.444 -1.863
C: -4.660 3.551 -0.805
C: -3.585 2.673 -0.717
H: 3.531 1.861 -0.507
H: 3.667 4.329 -0.883
H: 1.602 5.587 -1.394
H: -0.544 4.429 -1.609
H: -3.095 0.750 -3.577
H: -2.837 -0.037 -5.887
H: -0.577 -0.325 -6.864
H: 1.420 0.168 -5.486
H: 1.167 0.985 -3.192
H: -1.935 3.548 -3.539
H: -3.817 5.132 -3.680
H: -5.574 5.129 -1.935
H: -5.437 3.530 -0.050
H: -3.522 1.965 0.103

=====

(2)
C48H39N5P2Pd | ωB97M-V/def2-TZVPD

## Properties
HOMO (spin up / spin down)	-17.44 / -17.44	eV
charge	+4
E_LUMO (spin up / spin down)	-14.174 / -13.481	eV

Element x y z (Å)
Pd: 0.509 0.796 0.455
C: -3.855 0.793 0.231
C: -2.511 1.136 0.118
N: -1.540 0.290 0.449
C: -1.848 -0.948 0.929
C: -3.178 -1.346 1.098
C: -4.189 -0.443 0.724
C: -3.464 -2.644 1.642
C: -2.467 -3.490 1.965
C: -1.096 -3.117 1.754
C: -0.023 -3.987 2.022
C: 1.259 -3.578 1.754
C: 1.464 -2.299 1.237
N: 0.476 -1.444 0.998
C: -0.793 -1.852 1.246
H: -4.611 1.509 -0.062
H: -2.230 2.115 -0.235
H: -5.229 -0.727 0.837
H: -4.499 -2.927 1.793
H: -2.684 -4.466 2.381
H: -0.218 -4.973 2.428
H: 2.106 -4.228 1.930
H: 2.472 -1.981 1.002
C: 1.726 2.378 -2.275
C: 2.802 1.320 -2.155
P: 2.707 0.336 -0.627
C: 2.892 1.428 0.783
C: 3.391 2.751 0.640
C: 3.779 3.445 1.752
C: 3.647 2.870 3.033
C: 3.135 1.587 3.198
C: 2.758 0.859 2.085
C: 4.079 -0.774 -0.657
C: 5.057 -0.766 0.360
C: 6.183 -1.541 0.196
C: 6.319 -2.359 -0.931
C: 5.329 -2.401 -1.917
C: 4.196 -1.634 -1.775
P: 0.057 1.992 -1.630
C: -0.696 0.735 -2.622
C: -0.068 -0.511 -2.820
C: -0.627 -1.439 -3.672
C: -1.833 -1.153 -4.313
C: -2.491 0.050 -4.078
C: -1.943 0.986 -3.218
C: -0.842 3.525 -1.835
C: -1.422 4.223 -0.772
C: -2.041 5.439 -1.008
C: -2.069 5.963 -2.291
C: -1.509 5.256 -3.354
C: -0.895 4.035 -3.139
H: 1.568 2.642 -3.324
H: 2.005 3.298 -1.761
H: 3.800 1.761 -2.178
H: 2.762 0.608 -2.981
H: 3.531 3.194 -0.338
H: 4.211 4.433 1.644
H: 3.971 3.430 3.903
H: 3.063 1.150 4.186
H: 2.423 -0.161 2.209
H: 4.967 -0.127 1.228
H: 6.970 -1.507 0.938
H: 7.203 -2.976 -1.037
H: 5.446 -3.040 -2.782
H: 3.413 -1.690 -2.523
H: 0.852 -0.755 -2.303
H: -0.137 -2.389 -3.844
H: -2.265 -1.878 -4.991
H: -3.433 0.258 -4.567
H: -2.469 1.913 -3.030
H: -1.412 3.823 0.232
H: -2.510 5.974 -0.192
H: -2.530 6.926 -2.471
H: -1.554 5.655 -4.359
H: -0.477 3.493 -3.980
N: -0.821 3.502 10.757
C: -0.686 3.432 9.618
C: -0.509 3.343 8.189
C: -0.675 2.126 7.540
C: -0.527 2.046 6.167
C: -0.212 3.182 5.443
C: -0.034 4.396 6.078
C: -0.177 4.475 7.454
N: -0.062 3.098 3.997
C: 0.275 4.131 3.148
C: 0.323 3.615 1.894
N: -0.007 2.275 1.963
C: -0.209 2.002 3.250
H: -0.926 1.243 8.112
H: -0.668 1.084 5.690
H: 0.207 5.300 5.534
H: -0.037 5.422 7.958
H: 0.449 5.139 3.484
H: 0.539 4.120 0.970
H: -0.510 1.044 3.636

=====

(3)
C48H40AsIIrO4P2S4Sb | ωB97M-V/def2-TZVPD

## Properties
ΔE to the lowest compared entry with this formula, charge and spin	28.79	kcal/mol
HOMO	-7.22	eV
E_LUMO	-0.707	eV

Element x y z (Å)
Ir: 0.218 -1.270 -2.054
S: -4.029 -2.741 -3.358
Sb: -2.163 -2.105 -4.368
S: -0.403 -3.277 -3.137
S: -1.725 -1.842 -0.657
I: 1.996 -2.348 -0.563
C: 3.285 -0.727 -0.239
C: 3.647 -0.520 1.062
C: 4.630 0.432 1.385
C: 5.270 1.092 0.381
C: 4.946 0.854 -0.977
C: 5.722 1.463 -1.987
C: 5.473 1.205 -3.301
C: 4.378 0.401 -3.647
C: 3.557 -0.187 -2.708
P: 2.034 -0.903 -3.469
C: 1.591 0.425 -4.623
C: 0.952 0.212 -5.840
C: 0.252 1.260 -6.424
C: 0.119 2.469 -5.758
C: 0.703 2.652 -4.509
C: 1.583 1.697 -4.047
C: 2.697 -2.325 -4.392
C: 3.972 -2.817 -4.110
C: 4.470 -3.922 -4.785
C: 3.701 -4.550 -5.750
C: 2.425 -4.081 -6.026
C: 1.920 -2.988 -5.344
C: 3.881 -0.029 -1.326
H: 3.194 -1.103 1.853
H: 4.886 0.608 2.421
H: 6.061 1.798 0.600
H: 6.534 2.116 -1.692
H: 6.083 1.642 -4.080
H: 4.141 0.284 -4.697
H: 0.993 -0.748 -6.335
H: -0.214 1.123 -7.391
H: -0.509 3.245 -6.175
H: 0.864 3.675 -4.193
H: 2.081 1.864 -3.100
H: 4.589 -2.339 -3.362
H: 5.462 -4.288 -4.552
H: 4.091 -5.407 -6.283
H: 1.811 -4.577 -6.766
H: 0.910 -2.665 -5.540
C: -3.260 -1.157 1.840
C: -3.419 -1.151 3.359
As: -4.746 0.106 4.196
C: -3.477 1.028 5.366
C: -2.216 1.449 4.946
C: -1.347 2.069 5.830
C: -1.729 2.276 7.150
C: -2.981 1.866 7.578
C: -3.849 1.244 6.689
C: -4.928 1.456 2.793
C: -4.479 2.766 2.929
C: -4.652 3.679 1.897
C: -5.262 3.293 0.714
C: -5.742 1.998 0.579
C: -5.595 1.095 1.622
P: -1.549 -1.190 1.220
C: -0.846 0.446 1.477
C: 0.515 0.590 1.728
C: 1.085 1.848 1.802
C: 0.296 2.973 1.607
C: -1.058 2.836 1.347
C: -1.634 1.577 1.280
C: -0.612 -2.341 2.268
C: -0.106 -1.966 3.513
C: 0.556 -2.894 4.303
C: 0.714 -4.199 3.858
C: 0.207 -4.579 2.624
C: -0.454 -3.653 1.831
H: -3.694 -0.282 1.354
H: -3.746 -2.020 1.379
H: -2.481 -0.933 3.866
H: -3.720 -2.144 3.691
H: -1.912 1.315 3.913
H: -0.375 2.398 5.485
H: -1.049 2.757 7.842
H: -3.285 2.029 8.603
H: -4.827 0.922 7.030
H: -3.980 3.080 3.837
H: -4.295 4.694 2.017
H: -5.369 3.997 -0.100
H: -6.226 1.688 -0.337
H: -5.992 0.091 1.509
H: 1.131 -0.289 1.860
H: 2.146 1.950 1.993
H: 0.742 3.959 1.649
H: -1.675 3.707 1.170
H: -2.684 1.497 1.047
H: -0.213 -0.947 3.865
H: 0.946 -2.596 5.267
H: 1.230 -4.922 4.476
H: 0.327 -5.596 2.274
H: -0.848 -3.939 0.862
O: -2.410 1.110 -1.426
S: -1.181 1.139 -2.176
O: -1.148 -0.034 -3.225
O: 0.044 0.754 -1.354
O: -0.966 2.387 -2.852